Here is a 2-piece molecular cluster, C4H6OS overall at a distorted geometry from the Open Molecules 2025 dataset. Energies are from ωB97M-V/def2-TZVPD.

Last column: Löwdin charge in e.
CARTESIAN COORDINATES (ANGSTROEM)
S  -0.26622  2.14713  0.16790  0.72
C  -0.93358  0.76887  -0.27321  -1.00
H  -0.72751  -1.16410  0.50901  0.12
H  3.41521  0.91275  1.36269  0.00
H  -1.45929  0.17155  1.68438  0.06
C  2.42766  -0.13400  -0.30814  0.01
C  -1.46712  -0.28762  0.69769  -0.09
H  1.92011  -0.56195  -1.04026  -0.03
C  3.03823  0.56371  0.47628  0.02
H  -0.82484  0.95773  -2.29979  0.15
H  -2.44921  -0.57817  0.24015  0.09
O  -0.98260  0.30660  -1.54058  -0.06

Cartesian forces (eV/Å) of the 2 atoms listed first:
0.18 1.13 0.10
-0.02 -0.89 -0.22

The calculation puts the HOMO-LUMO gap at 9.409 eV. Its SMILES is CC(O)=S.C#C. The relative energy (zero: lowest compared OMol25 entry of this formula, charge and spin) is 75.0 kcal/mol. As for the spin multiplicity: 1. Its max |F| is 5.42 eV Å⁻¹.


Here is an isolated molecule of C4H6OS at a distorted geometry from the Open Molecules 2025 dataset. Energies are from ωB97M-V/def2-TZVPD.

Last column: Löwdin charge in e.
CARTESIAN COORDINATES (ANGSTROEM)
O  -0.80884  -1.40235  -1.10985  0.09
H  0.36476  0.19268  -1.68145  0.11
S  0.62345  1.39697  0.83836  0.75
C  -1.20157  0.76595  0.39012  -0.32
H  -0.78905  -1.06382  1.00325  0.15
C  1.40485  -0.24241  0.06100  -0.35
H  -1.53012  1.02491  1.42978  0.06
H  2.48148  0.01102  -0.39953  0.12
H  1.69255  -0.79189  0.88893  0.03
C  0.33575  -0.48185  -0.90972  -0.29
C  -0.85528  -0.65822  -0.02423  -0.45
H  -1.71798  1.24901  -0.48666  0.10

Cartesian forces (eV/Å) of the 2 atoms listed first:
0.50 -1.94 -1.87
-0.51 1.74 -1.55

The calculation puts the HOMO-LUMO gap at 9.412 eV. Its SMILES is C1SC[C@H]2O[C@H]12. The relative energy (zero: lowest compared OMol25 entry of this formula, charge and spin) is 123.9 kcal/mol. As for the spin multiplicity: 1. Its max |F| is 5.35 eV Å⁻¹.


Here is C4H6OS2 as an isolated structure at a distorted geometry from the Open Molecules 2025 dataset. Energies are from ωB97M-V/def2-TZVPD.

Last column: Löwdin charge in e.
CARTESIAN COORDINATES (ANGSTROEM)
H  -1.47515  1.49003  -0.42802  0.13
C  -0.06661  0.44279  1.03229  -0.31
C  0.99364  -0.63734  0.68013  -0.26
S  0.14281  -1.70337  -0.66112  0.83
H  0.39069  1.85259  -0.59082  0.08
H  1.91374  -0.21153  0.17391  0.12
C  -0.31906  -0.13678  -1.51697  -0.89
C  -0.37410  1.22276  -0.16480  -0.12
O  -1.10106  -2.31193  -0.23082  -0.52
H  0.26393  0.98792  1.83075  0.08
S  -0.64997  0.03804  -3.05521  0.71
H  -1.02783  0.12741  1.44488  0.12
H  1.30896  -1.16059  1.48578  0.04

Cartesian forces (eV/Å) of the 2 atoms listed first:
2.18 0.13 1.00
-0.59 -1.34 -0.72

The calculation puts the HOMO-LUMO gap at 7.753 eV. The relative energy (zero: lowest compared OMol25 entry of this formula, charge and spin) is 78.8 kcal/mol. As for the spin multiplicity: 1. Its max |F| is 5.64 eV Å⁻¹.


Here is an isolated molecule of C4H6OS2 at a distorted geometry from the Open Molecules 2025 dataset. Energies are from ωB97M-V/def2-TZVPD.

Last column: Löwdin charge in e.
CARTESIAN COORDINATES (ANGSTROEM)
S  -0.29084  1.33194  0.31243  0.88
C  -0.82008  -1.98616  0.93736  -0.24
C  -1.20225  -1.08299  -0.27607  -0.27
O  0.15094  -1.70944  1.59148  0.04
H  1.35325  2.29028  -1.14751  0.01
H  -1.47882  -2.80218  1.18708  0.12
C  1.24312  2.16207  -0.09635  -0.45
H  1.21748  3.17945  0.29751  0.04
H  2.12106  1.66782  0.28282  0.03
C  -0.07022  -0.17505  -0.59531  -1.11
S  1.29060  -0.54861  -1.40408  0.72
H  -2.09538  -0.54283  0.02802  0.10
H  -1.41888  -1.78432  -1.11736  0.13

Cartesian forces (eV/Å) of the 2 atoms listed first:
0.54 -0.38 -0.76
1.12 2.01 -0.40

The calculation puts the HOMO-LUMO gap at 8.589 eV. Its SMILES is CSC(=S)CC=O. The relative energy (zero: lowest compared OMol25 entry of this formula, charge and spin) is 22.3 kcal/mol. As for the spin multiplicity: 1. Its max |F| is 2.33 eV Å⁻¹.